[1]
192
Properties=species:S:1:pos:R:3:mulliken_charge:R:1 method="wB97M-V/def2-TZVPD" multiplicity=2 lumo_ev="-1.91 / -7.92" e_homo_ev="-10.64 / -10.64" charge=+1 homo_lumo_gap_ev="8.73 / 2.72" s_squared=0.76 fmax_ha_per_bohr=0.143
O -0.1128 -1.9308 -4.9933 -0.735
O -5.9004 0.8486 2.6708 -0.335
O -5.3908 -4.0818 1.6060 -0.494
O 4.7852 -3.3663 1.2165 -0.659
O -0.8774 1.4929 6.0383 -0.698
O -0.4843 7.1344 1.6592 -0.442
O 7.2873 -1.6645 -3.2093 -0.380
O 3.6268 -0.6976 5.1284 -0.467
O -3.2392 -1.2686 -0.8440 0.202
O 0.2585 4.4795 -1.4083 -0.671
O -1.0367 -5.9418 -2.0980 -0.085
O 0.4515 1.7650 -2.8768 -0.262
O -4.8858 2.2283 -2.7964 -0.434
O 4.9182 3.6635 4.7450 -0.299
O -0.7317 0.5495 1.3129 1.115
N 3.6919 4.7372 2.2257 -0.678
N 4.2957 -2.1965 -3.1712 -0.572
N -1.5333 2.6441 4.3092 0.092
N -0.5402 3.4254 -4.0710 -0.383
N -0.0196 -0.8043 -1.2130 1.629
N -0.3708 1.4338 -4.8386 -0.282
N -3.7810 0.3335 2.6314 0.149
N -4.8282 0.4847 0.7728 0.348
N 2.0590 3.5435 -0.5351 -0.160
N -4.4519 -1.2188 -2.7556 -0.315
N 0.1704 -1.8263 4.7238 -0.816
N -1.9788 -9.0566 -3.7410 -0.790
N -4.2580 3.4134 -6.3600 -0.653
N 1.1785 5.0762 0.5377 0.042
N 5.9476 -3.7120 -0.6023 -0.292
N 1.3808 -2.3447 -3.4235 0.371
N -0.8413 0.6098 4.0836 0.041
N -2.3703 -1.4970 -2.8818 0.197
N -1.9104 -4.5414 0.8229 -0.774
N -3.2998 5.4416 3.4424 -0.647
N 2.1464 -1.9061 -5.2966 -0.273
N 4.4308 -5.1325 -0.1829 -0.374
C 2.2472 3.1874 3.3406 -0.007
C 0.6244 0.1567 1.0141 0.185
C -4.6636 3.5252 -4.9603 0.530
C -1.6865 6.9260 2.3742 -1.106
C 4.9577 -0.8602 -3.1344 0.624
C 1.0447 -2.0508 -4.6324 0.578
C -6.0980 4.1285 -4.9037 -1.571
C -4.0368 -3.7243 1.4838 -0.643
C 1.8492 -1.8118 -0.0900 -0.831
C -3.3117 -4.6478 0.5254 1.474
C 4.0342 0.1346 -2.4044 -1.766
C 8.5617 -1.8388 -2.5545 -0.762
C -0.0709 8.4919 1.5410 -0.972
C -0.9950 1.6091 4.8851 0.510
C -4.5412 2.1550 -4.2090 -0.365
C 3.9067 4.6797 4.7010 -1.097
C -3.6882 -6.1231 0.5755 -0.976
C -1.3591 -6.7460 -3.1914 -1.054
C -4.8937 0.6234 2.0598 0.758
C 2.2640 -0.4510 4.9988 -0.666
C -0.0820 2.1914 -3.8754 0.288
C 5.0160 -4.0243 0.2118 0.682
C -1.0558 1.9304 0.9893 0.636
C 1.1284 4.4517 -0.5601 0.697
C 0.5060 -1.0852 0.1293 1.274
C 2.9437 4.5464 3.4665 0.406
C -3.3414 -1.3105 -2.0571 0.065
C -3.8272 2.6166 -1.9364 0.190
C 5.7368 3.5668 5.8754 -0.923
C -0.4066 -4.7113 -2.4769 -0.970
C -1.9619 -8.0991 -2.6646 0.748
C 2.1624 -2.4389 3.5298 -1.771
C 6.3363 -1.0278 -2.4387 -0.825
C -6.2129 -3.6816 0.4871 -0.554
C 4.2118 0.4235 5.7316 -0.292
C -2.9189 4.9542 1.0841 -1.355
C -1.2304 -8.6564 -1.4742 -1.305
C -2.2548 5.3938 2.4596 1.755
C 1.6275 -1.8166 4.7832 0.960
H 5.0240 -2.7540 -3.5941 0.388
H 0.7641 -2.0119 -2.6961 -0.342
H 1.9609 2.7990 -1.2106 -0.027
H 0.5650 8.7225 2.3957 0.364
H -1.6942 -3.5548 0.8191 0.149
H 0.4276 0.0417 -1.5361 -0.714
H -3.5755 -4.2198 -0.4417 -0.205
H -1.5533 -8.2280 -0.5253 0.236
H -3.3202 3.0384 -6.3527 0.155
H 2.8531 -3.2721 3.6597 0.260
H -2.9896 -0.0918 2.1699 -0.248
H -3.4801 5.7680 0.6248 0.485
H -3.5207 1.8084 -4.3716 0.082
H 2.0858 -1.6393 -6.2689 0.234
H -4.3607 -1.0231 -3.7422 0.132
H -1.2990 -9.7384 -1.3620 0.436
H -0.1882 -1.7728 0.6124 -0.891
H -3.9664 6.1859 3.2951 0.292
H -4.2284 -0.1737 0.2964 -0.209
H -7.2815 -3.6281 0.6954 0.328
H 1.7694 -2.6607 -0.7691 0.233
H 3.0074 -2.0172 -4.7805 0.164
H 1.8921 3.0738 2.3164 -0.797
H 4.3295 5.6742 4.8441 0.537
H -1.5289 4.6078 2.6679 -0.706
H 3.7158 0.4952 6.6995 0.383
H 2.2835 5.4125 3.4217 0.160
H -2.8473 -6.6970 0.1861 -0.143
H 0.9957 -0.1323 1.9973 -0.930
H -2.6832 -8.7305 -4.3872 0.266
H 2.6768 3.4784 0.2612 0.104
H 3.2837 4.4919 5.5754 0.456
H 2.6588 -1.1700 -0.4372 -0.748
H -6.9011 3.4680 -5.2309 0.343
H 2.1498 0.1833 4.1197 -0.109
H -0.9971 2.1241 -0.0818 0.048
H 2.0453 5.2016 1.0406 0.182
H -5.3222 -1.0389 -2.2757 0.248
H 8.5243 -2.7832 -2.0116 0.247
H -1.7986 2.5949 3.3359 -0.285
H -0.6230 1.8318 -5.7320 0.191
H -0.1937 -1.4131 5.5705 0.340
H 1.4159 0.8032 0.6349 0.400
H -2.5252 7.5109 1.9968 0.415
H 6.5843 -0.0027 -2.1633 0.462
H -2.8128 5.5938 4.3140 0.295
H -3.0055 -7.8856 -2.4335 0.244
H 9.3773 -2.0253 -3.2531 0.279
H -0.3180 0.4331 -4.7126 0.023
H 2.3673 -2.2037 -3.2589 0.314
H -5.6103 0.7932 0.2132 0.310
H -3.6903 0.4077 3.6346 0.198
H 2.1995 -2.3458 0.7933 0.440
H -1.7586 3.4377 4.8918 0.124
H -0.9726 -0.5229 -1.0323 -0.568
H -3.0780 1.8278 -2.0045 -0.059
H -4.8518 2.8777 -6.9768 0.261
H -2.1449 -6.2559 -3.7662 0.328
H 3.8480 3.8374 1.7945 0.117
H 8.8179 -1.0173 -1.8855 0.355
H 2.9799 2.3805 3.3562 0.317
H 6.2519 2.6062 5.8812 0.240
H 1.8144 -2.4355 5.6608 0.487
H -3.3776 3.4737 -2.4377 0.288
H -2.5932 -1.5290 -3.8664 0.196
H 4.6407 -5.6806 -1.0048 0.151
H -3.8909 -2.6525 1.3491 -0.019
H 0.5853 8.7952 0.7253 0.323
H 6.0175 -4.1807 -1.4942 0.128
H 5.2760 0.4727 5.9623 0.313
H -2.0224 2.3337 1.2913 -0.439
H -1.2141 -4.0601 -2.8113 0.452
H 2.6653 -1.6268 3.0047 0.258
H -3.5931 -4.0036 2.4394 0.512
H 4.0692 1.2933 5.0903 -0.166
H -1.2545 3.5191 -4.7788 0.116
H 0.3225 -4.8034 -3.2819 0.453
H -0.2351 2.5429 1.3624 -0.196
H -0.9279 9.1607 1.4604 0.315
H -6.2134 4.5114 -3.8897 0.309
H -0.8977 0.6763 3.0774 -0.149
H 6.7002 -3.1457 -0.2377 0.220
H -5.8964 -2.7656 -0.0118 0.072
H 5.2846 3.6955 6.8588 0.374
H -6.1957 4.9020 -5.6655 0.463
H -2.3292 -9.9323 -3.3797 0.255
H -3.9308 -6.4390 1.5901 0.336
H -1.4879 -1.7739 -2.4760 -0.586
H -1.4199 -5.0189 0.0802 0.156
H -5.2787 1.4945 -4.6649 0.377
H 6.4327 4.4027 5.8033 0.385
H 6.1204 -1.4207 -1.4452 0.327
H -0.3686 -0.2147 4.4255 -0.169
H 0.4306 5.6826 0.8426 0.056
H 5.1278 -0.5731 -4.1720 0.549
H -4.0557 2.8134 -0.8889 -0.214
H 1.8048 -0.0851 5.9171 0.795
H -3.9471 4.2381 -4.5521 0.228
H 4.6386 5.0799 2.3051 0.232
H -0.1639 -8.5523 -1.6738 0.295
H 2.9883 0.0085 -2.6841 0.400
H -0.5060 -6.9138 -3.8489 0.379
H 1.5027 3.0456 4.1240 0.360
H 1.4112 -2.7664 2.8111 0.495
H 3.9304 -0.1702 -1.3630 0.231
H -2.0983 4.6048 0.4575 0.080
H -0.1810 -2.7731 4.7396 0.260
H -3.4978 4.0363 1.1858 0.233
H -1.5643 7.3886 3.3536 0.409
H 4.4430 1.1450 -2.4000 0.534
H 4.2497 -2.5956 -2.2446 -0.466
H -6.1398 -4.5328 -0.1899 0.247
H 0.1893 -4.2038 -1.7184 0.138
H -0.5030 4.0410 -3.2711 0.333
H 3.6894 -5.4571 0.4214 0.240
H -4.5918 -6.2574 -0.0191 0.297

***

[2]
75
Properties=species:S:1:pos:R:3:mulliken_charge:R:1 method="wB97M-V/def2-TZVPD" lumo_ev=3.53 e_homo_ev=-0.89 charge=-2 homo_lumo_gap_ev=4.42 fmax_ha_per_bohr=0.058
Cd 0.1650 0.1139 0.4775 0.994
Cl -1.5005 4.1123 5.9464 -0.275
Cl -1.7862 1.1693 7.1665 -0.260
S 0.6831 -4.3395 -2.4761 -0.270
O 1.3803 4.0972 1.8761 -0.894
O 0.8507 -2.2397 4.3938 -0.887
N 1.8726 1.4044 -0.4212 0.083
N 0.6124 1.8789 1.8047 0.647
N 0.4194 -1.7654 -2.3628 -0.072
N 0.5095 -0.5024 2.8313 0.355
N 1.9160 -1.8518 0.9523 0.196
N -6.3410 5.7573 0.5036 -0.698
C -0.3132 2.9133 3.8638 -1.083
C 1.8388 -1.0750 -4.2705 -0.173
C -3.1403 -3.7801 0.0992 -0.670
C 2.7953 -2.8552 -5.6016 -0.353
C -3.1451 4.7362 -0.4915 -0.784
C 2.9599 3.4618 -1.9317 -0.543
C -1.1396 -1.7814 0.1597 -1.217
C -4.6056 2.8241 -0.1436 -0.754
C -2.2716 2.4670 -0.8512 1.257
C -2.0744 3.8940 -0.7544 -0.540
C 1.6748 -2.4226 2.1647 0.477
C 1.5383 -3.3927 -3.6164 1.160
C -1.0599 1.4790 5.6681 -0.072
C 2.5569 -2.6307 0.0935 -0.133
C -3.1340 -2.7528 1.0206 -0.565
C -0.5665 0.3695 4.9183 -0.111
C 3.0817 -3.9236 0.3410 -1.111
C 1.8841 2.6514 0.0674 0.176
C 2.1160 -3.7290 2.5243 -1.067
C -1.0440 -2.8644 -0.7268 1.567
C 2.8148 2.1335 -2.4273 -0.640
C -3.5604 1.9825 -0.4784 -0.412
C -2.0547 -3.8779 -0.7460 -0.368
C 2.3163 1.1681 -1.6320 0.179
C -4.4176 4.2557 -0.1954 0.270
C 2.4942 3.7572 -0.6781 -1.012
C 0.9476 -1.6679 3.2579 -0.079
C -2.2479 -1.6807 1.0093 0.437
C 1.2509 2.9423 1.3861 0.552
C 0.0549 1.8217 3.1074 -0.140
C -0.0466 0.5048 3.6806 -0.903
C 2.3017 -3.8027 -4.7095 -0.667
C -0.9367 2.6859 5.1077 0.551
C 2.8432 -4.4537 1.6007 -0.301
C -0.0252 -2.8360 -1.8183 0.096
C 2.5550 -1.4839 -5.3947 -0.833
C -1.2820 1.5993 -1.2981 -2.196
C 1.2558 -2.0515 -3.4282 -1.054
C -5.4607 5.0788 0.2183 0.328
H 3.6419 -4.3577 -0.4508 0.538
H -5.6330 2.3542 0.1301 0.216
H -2.0352 -4.7313 -1.4465 0.257
H -3.9656 -4.5161 0.1251 0.316
H -2.2204 -0.8676 1.7467 0.279
H -2.9347 5.8209 -0.4573 0.303
H -3.7669 0.9044 -0.5857 0.289
H -0.1583 3.9004 3.5268 0.641
H 2.5074 4.7108 -0.1578 0.459
H 3.3571 4.2471 -2.5320 0.405
H -0.7726 -0.6183 5.2705 0.474
H -1.1680 4.3362 -0.9760 0.511
H 2.4497 -4.8318 -4.9818 0.393
H 1.6890 -0.0304 -4.1193 0.677
H 3.3123 -3.0752 -6.5424 0.318
H -0.3431 1.9898 -1.5944 0.720
H 1.8913 -4.0184 3.5397 0.484
H -1.5699 0.5495 -1.4963 0.476
H 3.2232 1.7963 -3.3491 0.537
H 3.2011 -5.4979 1.8166 0.269
H 2.8031 -0.7329 -6.1284 0.374
H 2.1981 0.1351 -1.9543 -0.032
H 2.7846 -2.2170 -0.8546 0.623
H -4.0266 -2.7488 1.6839 0.286

***

[3]
88
Properties=species:S:1:pos:R:3:mulliken_charge:R:1 method="wB97M-V/def2-TZVPD" lumo_ev=2.33 e_homo_ev=-4.65 charge=-1 homo_lumo_gap_ev=6.98 fmax_ha_per_bohr=0.015
Ti 0.5414 -0.6251 1.2346 -0.532
S 1.2829 -0.4621 -2.0986 2.014
F -2.2427 -3.6279 2.8503 -0.239
F 2.9174 2.3177 0.1501 0.078
F 2.5705 4.0969 1.3113 -0.296
F -1.7157 -0.6288 5.6168 -0.286
F -0.3071 -3.8121 3.7682 -0.269
F -0.7346 2.6128 3.1944 -0.204
F -2.0100 -3.2727 4.9754 -0.291
F 0.3443 4.3557 2.5428 -0.287
F -0.0693 0.2470 4.5374 -0.087
F 1.2667 2.9703 3.9305 -0.279
F 0.1682 -1.6812 5.4716 -0.313
F 3.3665 2.3320 2.2598 -0.282
O 4.5770 -1.2470 0.6080 -0.773
O -1.7806 -3.4975 -0.4016 -0.806
O 2.4866 -0.4061 0.4569 0.096
O -0.0383 -1.5964 2.6290 -0.716
O 1.1910 0.9173 2.0911 -0.598
O 1.8202 -1.8600 -2.1484 -0.801
O 2.7813 -6.2040 -0.3017 -0.568
O -0.7128 -1.5382 -0.1059 0.333
N -1.1130 0.4780 1.3310 1.324
N 1.3663 -2.5452 0.7122 1.218
C 0.1427 -0.4059 -3.5044 0.534
C -0.6306 3.5006 -1.5544 0.387
C -1.8213 -1.4388 -4.4324 -0.705
C -1.7188 -0.6265 -5.5551 -0.555
C -0.4882 4.6401 -2.5313 -1.706
C -0.8978 -1.3278 -3.4061 -0.750
C 3.8603 0.0373 -2.7833 -0.895
C -4.6646 0.6185 2.3249 -1.204
C 2.3432 -4.9577 0.0078 1.118
C 1.0527 2.2118 1.6632 2.473
C 3.2217 -3.9226 0.3176 -0.946
C -4.7624 -0.4089 3.2552 0.315
C -1.6052 2.5211 -1.7268 -1.327
C 2.6735 -2.7029 0.6477 -0.230
C 0.1061 2.3654 0.4590 -1.287
C -3.4763 0.8964 1.6838 -0.988
C 3.3681 -1.3442 0.6103 0.119
C -1.4323 -3.0923 3.7688 0.528
C 0.9711 -4.7190 -0.0832 -1.405
C -1.7702 1.5102 -0.7982 -0.039
C 2.3970 1.9566 -2.8648 -0.349
C -1.1434 -1.5816 3.4550 1.993
C 2.4963 2.7428 1.3416 0.064
C -0.9540 1.4445 0.3345 0.538
C -0.6892 0.2974 -5.6433 -0.874
C -3.6012 -1.1039 3.5451 -0.847
C 0.4806 3.0481 2.8496 0.467
C 2.5980 0.5923 -2.6883 0.166
C -2.3836 -0.8525 2.9196 -0.840
C -6.0582 -0.7289 3.9564 -1.609
C 0.2240 3.3951 -0.4656 -0.581
C 4.7548 2.2239 -3.2433 -0.735
C -2.3031 0.1565 1.9257 0.858
C 4.9428 0.8623 -3.0631 -0.760
C -0.8174 -2.8407 -0.0771 0.724
C 0.2459 0.4100 -4.6208 -0.289
C -0.6927 -0.8961 4.7930 0.416
C 0.5272 -3.4702 0.2711 0.185
C 3.4788 2.7711 -3.1509 -0.875
H -2.5174 0.7403 -0.9389 0.661
H 1.0531 1.1229 -4.7159 0.501
H -0.6034 0.9353 -6.5145 0.415
H -6.9147 -0.4412 3.3450 0.392
H -5.5370 1.2238 2.0990 0.353
H 0.2973 -5.4695 -0.4709 0.532
H -2.6212 -2.1635 -4.3484 0.461
H -0.9609 4.3998 -3.4843 0.360
H -3.6515 -1.8615 4.3162 0.510
H -0.9611 5.5466 -2.1450 0.409
H 1.0053 4.1350 -0.3464 0.529
H 5.9367 0.4380 -3.1222 0.401
H -6.1400 -0.1983 4.9092 0.282
H 5.6041 2.8665 -3.4397 0.373
H -2.2457 2.5490 -2.6022 0.296
H 4.2975 -4.0314 0.2506 0.436
H 3.9817 -1.0248 -2.6158 0.486
H 1.4040 2.3750 -2.7513 0.566
H -2.4411 -0.7126 -6.3574 0.379
H 3.3340 3.8371 -3.2772 0.407
H -3.4335 1.7273 0.9944 0.423
H 3.7431 -6.2206 -0.2563 0.300
H -6.1360 -1.7962 4.1676 0.396
H 0.5620 4.8748 -2.7175 0.305
H -0.9856 -1.9565 -2.5305 0.304

***

[4]
88
Properties=species:S:1:pos:R:3:mulliken_charge:R:1 method="wB97M-V/def2-TZVPD" lumo_ev=-6.80 e_homo_ev=-14.12 charge=+2 homo_lumo_gap_ev=7.32 fmax_ha_per_bohr=0.001
I -2.8109 -0.7559 -1.3843 -0.353
Zr -0.9619 1.1577 -1.0300 -0.177
S 1.6643 0.6540 -1.0317 0.111
S -4.6776 3.2807 0.7196 -0.267
P -0.6199 -0.0519 1.5106 2.778
F -5.8255 -3.9873 3.0197 -0.251
F -6.6846 -2.0651 3.5273 -0.268
F 1.9289 -6.4745 -1.7548 -0.242
F -5.4456 -3.1124 4.9600 -0.237
F 2.1753 3.4845 6.4163 -0.241
F 3.5875 -5.2527 1.0975 -0.258
F 0.5169 4.8145 6.0098 -0.267
F 0.2545 3.1277 7.3430 -0.247
F 5.0380 -3.6491 1.0021 -0.290
F 4.0017 -4.2814 -0.7890 -0.196
F 3.5521 -6.1222 -3.1471 -0.281
F 1.6679 -6.9153 -3.8567 -0.260
N 3.6719 3.8482 -2.0511 -0.788
N -1.4120 2.2335 -3.0618 0.599
N 1.6543 3.3587 -1.3773 0.377
N 0.3398 3.4136 -0.9187 -0.612
N 3.5095 2.5022 -1.8793 0.384
N -2.1628 2.5200 -0.1329 -0.491
C 0.6742 -2.1115 -3.5032 1.557
C 2.0547 -2.3103 -3.5239 -0.470
C 0.7072 -1.2776 1.3218 0.566
C 0.4619 2.6613 5.0465 0.083
C 3.8591 -4.0727 0.5340 0.746
C -5.5957 -2.8314 3.6580 0.818
C 2.2952 2.1711 -1.4635 -0.286
C 0.1950 3.2264 3.8122 -0.731
C 2.5673 -3.5879 -3.3782 -0.587
C -1.2058 1.9849 -5.4348 -0.911
C -0.1144 2.4010 2.7394 0.002
C 0.0835 0.4664 4.1557 -0.487
C -4.3626 -2.1496 3.1134 0.200
C -0.3331 0.2995 -3.8480 -1.169
C -0.1961 -3.1944 -3.3395 -0.472
C 1.9174 -1.1707 1.9983 -0.788
C 2.7605 -3.0723 0.8019 0.043
C 2.9419 -2.0715 1.7422 -1.145
C 0.3998 1.2833 5.2249 -1.095
C -2.3749 3.8619 -4.5140 -1.194
C -0.9819 1.5414 -4.1382 0.644
C -2.1103 3.3650 -3.2562 -0.131
C -3.2218 -2.9072 2.8973 -1.146
C 1.5572 -3.1886 0.1178 -0.799
C 2.2290 -6.0557 -3.0000 0.845
C 2.5353 4.3739 -1.7345 0.955
C -3.2149 -0.1802 2.3851 -0.823
C -4.3627 -0.7838 2.8666 -0.915
C 0.1384 -0.8002 -3.6870 -0.236
C -3.2688 2.8494 0.2383 0.629
C 0.3222 -4.4661 -3.1903 -0.917
C 1.7003 -4.6555 -3.2078 0.055
C -0.1555 1.0212 2.8965 -0.236
C -1.9084 3.1619 -5.6215 -0.303
C 0.8489 3.5343 6.2180 0.833
C -2.0676 -0.9365 2.1533 0.747
C 2.1881 5.8123 -1.7510 -1.293
C 0.5352 -2.2912 0.3730 -0.707
C -2.0696 -2.3017 2.4181 0.025
H -2.9486 4.7709 -4.6243 0.469
H 2.7182 -1.4681 -3.6660 0.492
H -5.2550 -0.2005 3.0459 0.500
H 3.0640 6.3758 -2.0613 0.366
H -2.4793 3.8582 -2.3651 0.471
H -2.1058 3.5244 -6.6215 0.489
H -3.2180 0.8876 2.1953 0.244
H 1.4164 -3.9811 -0.6062 0.599
H 1.8857 6.1547 -0.7602 0.331
H 0.2103 4.3014 3.6976 0.504
H 0.3229 3.7645 0.0380 0.413
H 4.2848 1.8788 -2.0493 0.177
H -0.3859 2.8411 1.7881 0.215
H -1.1833 -2.9010 2.2593 0.475
H -0.1983 4.0509 -1.5009 0.381
H 0.0149 -0.6049 4.3031 0.575
H -0.4045 -2.3936 -0.1595 0.460
H 1.3787 6.0141 -2.4549 0.319
H -3.2315 -3.9696 3.1024 0.452
H 3.8792 -1.9926 2.2752 0.550
H -0.3385 -5.3149 -3.0710 0.474
H 2.0754 -0.3872 2.7267 0.477
H -1.2657 -3.0328 -3.3450 0.579
H 3.6347 -3.7552 -3.3926 0.494
H -0.8460 1.3972 -6.2669 0.610
H 0.5851 0.8562 6.2016 0.458

***

Calculated values (kcal per mole) of energy relative to the best compared isomer or geometry (same formula, charge and spin) for the records, taken in order: 0.0, 49.6, 0.0, 3.4.